(1)
The following is a quantum chemistry calculation of C6H14F3NNbO8PS as an isolated structure in a non-equilibrium geometry, from the Open Molecules 2025 dataset.

Last column: natural (NBO) charge in e.
Positions of all 35 atoms, in Å:
C1 3.7158 -0.1013 -0.4686  -0.4285
N1 2.9693 1.0582 0.0331  -0.6224
C2 1.7794 0.6449 0.8203  -0.7159
Nb1 -0.0154 0.0470 -0.4236  1.0568
C3 -1.1833 -0.5689 1.4442  -0.5284
O1 -0.3186 -1.2916 2.4133  -0.5403
C4 -0.4762 -2.5889 2.4993  1.1725
F1 -1.4556 -2.9343 3.3915  -0.3703
F2 0.6535 -3.1395 3.0051  -0.3489
F3 -0.7475 -3.2325 1.3712  -0.3133
C5 0.9428 0.3408 -2.5001  0.6272
O2 1.1106 -0.7473 -3.0229  -0.6361
O3 1.2242 1.4987 -2.7536  -0.5854
P1 -2.0679 -0.9801 -1.7294  1.7864
O4 -3.3446 -0.2854 -1.4051  -1.1506
O5 -1.8976 -0.9340 -3.3640  -1.0008
O6 -2.3183 -2.5856 -1.4123  -1.0282
S1 -0.9739 2.4830 -0.4011  1.6282
C6 -1.7856 3.0148 1.1263  -0.8747
O7 -1.9349 2.7029 -1.4844  -0.9842
O8 0.1593 3.4138 -0.5230  -0.9997
H1 3.0855 -0.9842 -0.4476  0.2137
H2 3.9744 0.0674 -1.5135  0.1869
H3 4.6450 -0.2775 0.0749  0.1492
H4 3.5854 1.5186 0.6894  0.3225
H5 2.0494 -0.1177 1.5635  0.1596
H6 1.4556 1.5234 1.3884  0.1992
H7 0.7122 -1.6320 -0.4306  -0.3474
H8 -1.5480 0.2867 2.0040  0.1789
H9 -2.0656 -1.1594 1.2175  0.2021
H10 -2.6350 -1.4132 -3.7581  0.4597
H11 -1.5381 -3.0813 -1.6782  0.4819
H12 -1.1964 2.6700 1.9696  0.2082
H13 -1.7457 4.1001 1.1215  0.2197
H14 -2.8144 2.6847 1.1828  0.2223

Atoms 1-6, force components in eV/Å:
C -0.27 0.46 -0.52
N 0.10 -0.34 0.54
C 0.15 -0.72 -0.25
Nb 2.86 0.85 0.89
C -1.05 -0.29 -0.75
O -0.02 0.23 -0.49

## Properties
- Largest force on an atom: 0.0606 hartree/bohr
- Lowest unoccupied orbital energy: 5.2043 eV
- E: -54143.83308 eV
- Multiplicity: 1
- E_HOMO: -0.6 eV
- Molar mass: 441.12 g/mol
- Charge: -2


(2)
The following is a quantum chemistry calculation of a 2-piece molecular cluster, C6H14BN3O4P overall in a non-equilibrium geometry, from the Open Molecules 2025 dataset.

Last column: natural (NBO) charge in e.
Positions of all 29 atoms, in Å:
N1 3.7118 -0.3937 -1.4504  -1.3840
P1 2.3847 0.1978 -2.2299  1.0093
B1 0.8615 -0.4416 -1.2689  0.3348
O1 0.3088 0.7638 -0.6094  -0.7258
C1 -1.0445 1.0661 -1.1114  0.2133
N2 -0.9389 2.5250 -1.6112  -0.8835
C2 -1.3811 0.0634 -2.3490  0.1801
N3 -2.3985 -1.0316 -2.2396  -0.5004
C3 -3.3660 -0.7945 -1.3013  0.8240
O2 -4.0710 -0.6643 -0.1426  -0.5690
O3 -0.1068 -0.7312 -2.3539  -0.7157
H1 3.3597 -0.9387 -0.6059  0.3591
H2 2.3991 1.6645 -2.3154  -0.0728
H3 2.3617 -0.4148 -3.5637  -0.0834
H4 1.0490 -1.2546 -0.4357  -0.0602
H5 -1.7781 1.2037 -0.2139  0.1531
H6 -0.4519 3.1057 -0.8939  0.3717
H7 -1.9139 2.9136 -1.7857  0.3360
H8 -1.2758 0.6990 -3.3256  0.2128
C4 -0.7625 -0.6227 2.1539  -0.7202
C5 0.6433 -0.9543 2.5778  0.5803
O4 1.4763 -1.3574 1.7676  -0.5114
C6 0.9905 -0.7735 4.0313  -0.7154
H9 -0.8687 -0.8009 1.0785  0.2609
H10 -1.4715 -1.2619 2.6859  0.2136
H11 -0.9731 0.4304 2.3564  0.2234
H12 0.3597 -1.4194 4.6470  0.2165
H13 0.8581 0.2730 4.3175  0.2213
H14 2.0379 -1.0508 4.1914  0.2314

Atoms 1-6, force components in eV/Å:
N -0.75 0.07 0.39
P 2.86 -1.89 1.41
B -1.86 1.43 -0.65
O -3.69 0.83 -0.28
C 1.28 2.04 1.27
N -1.14 -0.46 -0.24

## Properties
- Largest force on an atom: 0.2009 hartree/bohr
- Lowest unoccupied orbital energy: 2.7275 eV
- E: -29072.06016 eV
- Multiplicity: 1
- E_HOMO: -3.6 eV
- Molar mass: 233.98 g/mol
- Charge: -1


(3)
The following is a quantum chemistry calculation of one molecule with the formula C4H9NO2, from the Open Molecules 2025 dataset.

Last column: natural (NBO) charge in e.
Positions of all 16 atoms, in Å:
C1 -2.6646 0.0651 -0.2249  -0.6083
C2 -1.2411 0.5963 -0.3734  -0.4139
C3 -0.2116 -0.2212 0.3826  -0.0703
O1 1.0688 0.3557 0.0897  -0.5147
C4 2.1177 -0.4792 0.0361  0.8857
N1 3.2871 0.2248 -0.1998  -0.8492
O2 2.0599 -1.6734 0.2281  -0.6334
H1 -3.0085 0.0967 0.8160  0.2051
H2 -3.3554 0.6711 -0.8202  0.2154
H3 -2.7430 -0.9708 -0.5757  0.2058
H4 -0.9493 0.5958 -1.4307  0.2032
H5 -1.1841 1.6356 -0.0286  0.2045
H6 -0.3714 -0.1800 1.4679  0.1802
H7 -0.2165 -1.2734 0.0896  0.2050
H8 4.1000 -0.3658 -0.1333  0.3915
H9 3.3054 0.8121 -1.0218  0.3935

Atoms 1-6, force components in eV/Å:
C -0.05 -0.01 0.01
C 0.01 0.04 -0.03
C -0.23 -0.11 0.00
O 0.17 0.02 -0.13
C 0.03 -0.35 0.15
N 0.11 -0.12 -0.12

## Properties
- Largest force on an atom: 0.0085 hartree/bohr
- Lowest unoccupied orbital energy: 0.9259 eV
- E: -9879.71898 eV
- Multiplicity: 1
- E_HOMO: -10.2 eV
- Molar mass: 103.12 g/mol
- SMILES string: CCCOC(N)=O
- Energy relative to the best compared isomer or geometry (same formula, charge and spin): 0.342 eV
- Charge: 0


(4)
The following is a quantum chemistry calculation of C18H44BClF4P2Sc as an isolated structure in a non-equilibrium geometry, from the Open Molecules 2025 dataset.

Last column: Mulliken charge in e.
Positions of all 71 atoms, in Å:
Sc1 -0.0494 -0.7538 0.1434  -0.6854
Cl1 -0.3276 -0.1819 -2.1498  -0.5029
P1 -0.4243 -3.3964 -0.2176  0.6578
C1 0.5352 -4.1028 -1.6370  0.5935
C2 -0.1116 -4.4349 1.2768  0.4613
C3 -2.1428 -3.4595 -0.8999  0.5389
C4 1.8382 -3.3265 -1.8464  -1.3896
H1 -0.1126 -3.8992 -2.5075  0.3616
C5 0.7772 -5.6119 -1.5648  -1.4164
H2 1.2261 -5.9212 -0.6094  0.2255
H3 1.4825 -5.8847 -2.3609  0.4561
H4 -0.1418 -6.1850 -1.7338  0.2345
H5 1.6515 -2.2713 -2.0676  0.2511
H6 2.3505 -3.7682 -2.7105  0.4754
H7 2.5006 -3.3814 -0.9739  0.2140
H8 -1.9946 -3.0183 -1.9030  0.4495
C6 -3.0859 -2.5333 -0.1133  -1.4115
C7 -2.6930 -4.8747 -1.0930  -1.5492
H9 -2.2733 -5.3517 -1.9893  0.2824
H10 -3.7794 -4.8201 -1.2434  0.4817
H11 -2.5109 -5.5214 -0.2230  0.2603
H12 -2.5863 -1.8263 0.5696  0.2253
H13 -3.8052 -3.1213 0.4712  0.3922
H14 -3.6526 -1.9223 -0.8278  0.3503
C8 1.3036 -4.1767 1.8271  -1.2620
H15 -0.1734 -5.4736 0.9128  0.6096
C9 -1.1450 -4.2520 2.3971  -1.5193
H16 2.0965 -4.2978 1.0777  0.2602
H17 1.5041 -4.8960 2.6347  0.4444
H18 1.3799 -3.1606 2.2433  0.0720
H19 -0.9188 -3.3648 3.0053  0.1697
H20 -1.0887 -5.1330 3.0529  0.4584
H21 -2.1813 -4.1876 2.0430  0.3120
H22 1.7182 -0.7814 -0.1348  0.0138
H23 -1.4085 0.4290 0.4393  0.0429
P2 0.5473 4.1984 -0.2095  -0.1161
C10 -0.7034 4.4420 -1.4865  0.4454
C11 0.2564 4.5502 1.5726  0.5765
C12 2.0738 3.6718 -1.0381  0.4745
C13 -1.8645 3.4389 -1.3759  -0.9920
H24 -0.1875 4.2429 -2.4465  0.2712
C14 -1.1459 5.9130 -1.4947  -1.5032
H25 -1.5329 6.2228 -0.5142  0.2556
H26 -1.9377 6.0413 -2.2436  0.4519
H27 -0.3040 6.5579 -1.7665  0.3623
H28 -1.5095 2.4168 -1.5582  0.0667
H29 -2.6261 3.7021 -2.1260  0.4250
H30 -2.3288 3.4667 -0.3804  0.1332
H31 1.7334 3.2475 -2.0056  0.4090
C15 2.8243 2.5607 -0.2737  -1.0856
C16 2.9209 4.9226 -1.3510  -1.5912
H32 2.5284 5.4448 -2.2291  0.3329
H33 3.9545 4.6172 -1.5693  0.5041
H34 2.9274 5.6195 -0.5031  0.3156
H35 2.2298 2.1587 0.5580  0.0070
H36 3.7847 2.9334 0.1141  0.3697
H37 3.0273 1.7251 -0.9567  0.2969
C17 -1.0978 4.0336 2.0872  -1.2524
H38 0.2229 5.6565 1.5848  0.4029
C18 1.4188 4.1126 2.4919  -1.4036
H39 -1.9014 4.1255 1.3487  0.2708
H40 -1.3837 4.6425 2.9540  0.4454
H41 -1.0197 2.9829 2.4011  0.1211
H42 1.3061 3.0648 2.8090  0.2199
H43 1.3898 4.7444 3.3894  0.4335
H44 2.4039 4.2482 2.0283  0.3379
F1 0.4023 -0.9799 2.1325  0.0271
B1 0.0317 -0.1075 3.4355  0.4466
F2 -0.2205 -1.0688 4.3719  -0.3442
F3 1.1451 0.6680 3.6325  -0.3186
F4 -1.0788 0.6149 3.0353  -0.3539

Atoms 1-6, force components in eV/Å:
Sc -0.01 0.55 -0.13
Cl -0.16 -0.28 -0.71
P 0.12 0.76 -0.33
C 0.06 -0.05 0.04
C -0.27 -0.65 -0.37
C 0.19 -0.33 0.18

## Properties
- Largest force on an atom: 0.0262 hartree/bohr
- Lowest unoccupied orbital energy: 2.4952 eV
- E: -82734.37218 eV
- Multiplicity: 1
- E_HOMO: -3.3 eV
- Molar mass: 489.71 g/mol
- Charge: -1